Density functional theory data (the ωB97M-V functional and the def2-TZVPD basis) for C39H43AsCrN6 as an isolated structure.

Calculated values
- DFT total energy (Eh) = -5119.973326
- net charge = +3
- <S²> = 3.789
- gap between HOMO and LUMO (alpha / beta) (eV) = 6.76 / 6.43
- largest force on an atom (eV Å⁻¹) = 1.3
- 2S+1 = 4
- ΔE to the lowest compared entry with this formula, charge and spin (eV) = 0.164
- LUMO (alpha / beta) (eV) = -9.09 / -9.42

```
90
Properties=species:S:1:pos:R:3:lowdin_spin:R:1
As 0.194 0.282 -2.742 -0.0251
Cr 0.240 0.265 -0.075 2.9167
N -1.441 -0.794 -0.382 -0.0199
N -1.324 1.808 0.362 0.0087
N 2.356 0.557 0.159 0.0020
N 0.183 -0.065 2.008 -0.0154
N 1.011 2.683 -0.749 0.0554
N 0.962 -1.533 -0.300 -0.0189
C 3.041 -0.526 0.208 0.0142
C 0.046 -0.423 4.795 0.0069
C 1.012 1.704 -3.756 -0.0054
C -3.710 0.091 -4.441 0.0002
C 2.282 -1.731 -3.422 -0.0010
C 2.375 1.938 -3.564 -0.0014
C -1.426 2.812 -0.725 0.0054
C 4.504 -0.581 0.493 0.0014
C 2.257 -1.770 -0.087 0.0106
C -2.412 -2.909 -1.177 0.0020
C 0.285 2.476 -4.652 -0.0023
C -1.318 -1.349 -4.343 -0.0015
C 0.466 0.782 4.229 -0.0008
C -2.742 -0.112 -0.309 0.0017
C 2.086 3.016 0.188 0.0029
C 0.543 -3.802 -0.802 0.0025
C 1.887 -4.073 -0.579 0.0147
C 3.052 1.842 0.312 0.0030
C 0.931 3.480 -5.366 0.0000
C 0.522 0.920 2.860 0.0075
C 2.287 3.710 -5.183 -0.0018
C 0.105 -2.506 -0.637 0.0087
C -2.587 1.068 0.636 -0.0003
C -0.134 3.608 -0.745 0.0026
C -0.216 -1.232 2.549 0.0040
C 2.756 -3.053 -0.211 0.0036
C 1.720 -3.604 -4.817 -0.0009
C -1.308 -2.019 -0.738 0.0204
C -3.588 -1.120 -5.110 -0.0012
C -1.453 -0.136 -3.659 -0.0038
C 2.662 -2.890 -4.084 0.0002
C -0.295 -1.442 3.905 -0.0014
C -2.639 0.585 -3.707 -0.0010
C 0.021 -1.991 -4.266 -0.0012
C 3.013 2.937 -4.282 0.0001
C 0.966 -1.305 -3.509 -0.0029
C -0.028 -0.624 6.277 0.0013
C 0.408 -3.156 -4.917 -0.0001
C -2.398 -1.835 -5.066 -0.0001
H -4.632 0.656 -4.496 0.0000
H -0.143 -4.590 -1.087 -0.0002
H 4.074 3.108 -4.152 0.0000
H -2.314 -2.766 -5.615 0.0000
H 0.751 1.616 4.858 -0.0002
H -3.034 0.199 -1.313 -0.0007
H 5.071 -0.123 -0.324 0.0009
H -3.514 -0.780 0.068 -0.0003
H -3.456 1.722 0.562 -0.0004
H -1.002 -1.022 6.563 0.0004
H -1.562 2.294 -1.674 0.0004
H 0.372 4.076 -6.076 0.0000
H -2.533 0.704 1.661 0.0001
H -0.085 4.245 0.141 0.0001
H 2.261 -5.083 -0.694 0.0005
H 1.643 3.255 1.155 0.0001
H 2.948 1.321 -2.878 -0.0001
H 3.021 -1.158 -2.874 0.0000
H 3.569 1.885 1.273 -0.0003
H 0.148 0.301 6.822 0.0000
H 2.784 4.488 -5.748 -0.0001
H 0.859 1.851 2.420 0.0011
H 2.650 3.902 -0.110 0.0014
H 3.691 -3.227 -4.049 0.0000
H 3.802 -3.265 -0.036 0.0000
H -0.767 2.291 -4.821 -0.0001
H 0.719 -1.356 6.593 0.0005
H 4.868 -1.595 0.632 -0.0001
H -3.232 -2.341 -1.611 0.0003
H -0.484 -2.023 1.862 0.0003
H 4.732 -0.010 1.394 0.0006
H -2.797 -3.482 -0.327 0.0017
H -2.056 -3.621 -1.922 0.0001
H -0.628 -2.406 4.273 -0.0003
H -4.422 -1.503 -5.685 -0.0001
H -1.114 2.333 1.207 0.0024
H -0.124 4.272 -1.610 0.0007
H -2.746 1.543 -3.212 0.0000
H 1.398 2.650 -1.688 0.0007
H 2.019 -4.500 -5.345 -0.0001
H -0.299 -3.707 -5.526 0.0000
H -2.285 3.469 -0.575 0.0003
H 3.825 1.908 -0.458 0.0001
```

Density functional theory data (the ωB97M-V functional and the def2-TZVPD basis) for a 5-piece molecular cluster, C32H51BrN2O5 overall.

Calculated values
- DFT total energy (Eh) = -4309.588431
- gap between HOMO and LUMO (eV) = 8.50
- largest force on an atom (eV Å⁻¹) = 1.0
- SMILES = O=C(Cc1cnc2c(Br)cccc2n1)c1ccccc1.CCOCC.CCOCC.CCOCC.CCOCC
- LUMO (eV) = -0.44

```
91
Properties=species:S:1:pos:R:3:lowdin_charge:R:1
Br -2.547 -3.554 -5.969 0.7518
O -2.450 2.623 -4.019 -0.1774
O 1.910 5.759 -0.294 -0.1593
O 1.243 -2.922 3.932 -0.1833
O 2.135 1.981 -2.459 0.1105
O -3.059 -2.156 4.970 -0.1572
N -0.277 -1.786 -4.965 0.1338
N 1.863 -2.513 -3.255 0.1966
C 1.686 -1.302 -3.700 -0.2720
C -2.571 5.013 -3.431 -0.0755
C -0.146 -3.063 -4.500 -0.2572
C -1.091 -4.054 -4.858 -0.6089
C -1.427 0.495 -0.680 -0.0628
C -1.950 3.922 -4.286 -0.2804
C -3.839 2.430 -4.212 -0.2818
C -1.254 -0.604 0.146 -0.0669
C -2.299 -4.477 4.644 -0.0686
C 0.620 -0.941 -4.558 -0.0539
C 0.087 -5.678 -3.579 -0.0714
C 1.895 0.809 -2.383 -0.3494
C -0.014 -1.231 0.169 -0.0705
C -3.296 -2.341 7.414 -0.0797
C 2.088 -3.846 4.594 -0.2773
C 3.487 7.396 -1.241 -0.0818
C 0.921 -3.420 -3.665 -0.2007
C 1.015 -4.749 -3.215 -0.0185
C -1.938 -3.017 4.851 -0.2807
C -0.395 0.949 -1.475 -0.0130
C 1.014 -0.784 -0.637 -0.0335
C 2.632 -0.218 -3.256 -0.0352
C 2.074 -3.722 6.108 -0.0733
C 2.912 -1.128 3.693 -0.0728
C -0.988 -5.339 -4.415 -0.1220
C 1.525 -1.549 4.144 -0.2838
C -3.942 -2.425 6.041 -0.2847
C 2.754 6.860 -0.022 -0.2893
C 3.605 4.011 0.084 -0.0744
C 0.830 0.306 -1.477 -0.1689
C -4.307 2.688 -5.634 -0.0780
C 2.540 4.601 -0.824 -0.2835
H -4.023 1.386 -3.956 0.1187
H 3.464 6.613 0.776 0.1052
H -2.922 -4.594 3.755 0.0824
H -4.428 -3.398 5.903 0.1062
H 0.173 -6.688 -3.213 0.1062
H -2.427 4.795 -2.372 0.0812
H -2.508 -3.084 7.542 0.0638
H 3.699 -1.635 4.253 0.0667
H 4.011 3.103 -0.364 0.0704
H -4.042 -2.511 8.191 0.0757
H 4.435 4.700 0.251 0.0642
H -3.764 2.052 -6.335 0.0819
H 3.111 -3.774 4.210 0.1073
H 4.164 6.656 -1.669 0.0646
H 2.967 0.338 -4.126 0.1269
H -1.274 -2.901 5.715 0.0991
H -1.392 -5.069 4.514 0.0724
H 2.950 4.810 -1.817 0.1080
H 0.779 -1.006 3.561 0.1137
H -4.152 3.725 -5.935 0.0656
H 1.819 -5.037 -2.560 0.1119
H 3.180 3.761 1.057 0.0813
H -2.059 -0.975 0.758 0.1036
H 1.058 -3.839 6.491 0.0710
H -0.571 1.802 -2.113 0.1104
H 1.747 3.873 -0.965 0.0964
H -2.849 -4.891 5.491 0.0663
H 3.042 -0.054 3.836 0.0791
H -0.880 3.868 -4.080 0.1147
H 1.965 -1.297 -0.634 0.1144
H 2.705 -4.492 6.553 0.0780
H 1.717 -4.831 4.309 0.1162
H -2.385 0.993 -0.686 0.1065
H -1.742 -6.052 -4.702 0.0990
H 2.776 7.683 -2.017 0.0796
H 3.055 -1.357 2.636 0.0768
H -2.104 5.973 -3.654 0.0778
H -4.413 3.034 -3.500 0.1073
H -5.373 2.473 -5.722 0.0768
H -2.053 4.159 -5.351 0.1075
H 1.358 -1.280 5.193 0.1100
H 4.079 8.270 -0.968 0.0746
H -1.382 -2.661 3.986 0.1054
H 2.099 7.637 0.375 0.1162
H 0.539 0.088 -4.883 0.1315
H -3.642 5.114 -3.609 0.0658
H 2.445 -2.753 6.444 0.0681
H 3.454 -0.643 -2.692 0.1278
H -4.727 -1.672 5.965 0.1173
H -2.851 -1.356 7.565 0.0807
H 0.128 -2.081 0.820 0.1026
```

Density functional theory data (the ωB97M-V functional and the def2-TZVPD basis) for a 3-piece molecular cluster, C12H15F9O6 overall.

Calculated values
- DFT total energy (Eh) = -1816.326557
- gap between HOMO and LUMO (eV) = 11.38
- largest force on an atom (eV Å⁻¹) = 13.5
- SMILES = CCOC(=O)C(F)(F)F.CCOC(=O)C(F)(F)F.CCOC(=O)C(F)(F)F
- ΔE to the lowest compared entry with this formula, charge and spin (eV) = 5.978
- LUMO (eV) = 0.59

```
42
Properties=species:S:1:pos:R:3:nbo_charge:R:1
F 3.701 -0.663 -3.212 -0.3179
F -7.289 0.197 2.799 -0.2976
F 4.652 -2.510 -2.912 -0.2844
F -7.578 -1.183 1.147 -0.3108
F 5.812 -0.652 -2.634 -0.3068
F -0.401 0.008 -0.531 -0.2999
F 0.968 0.177 -2.158 -0.3027
F -6.776 -1.913 3.195 -0.2887
F -0.959 1.364 -2.080 -0.3107
O 5.010 -0.869 -0.069 -0.5131
O 3.183 -2.135 -0.605 -0.5281
O 0.095 2.969 -0.099 -0.5350
O 1.998 1.769 -0.183 -0.5240
O -4.330 -0.792 2.392 -0.5722
O -5.429 0.042 0.539 -0.4949
C 4.202 2.287 0.760 -0.5857
C -5.395 -0.542 1.768 0.6867
C 2.694 -2.347 0.693 -0.0832
C 0.688 2.006 -0.522 0.6882
C 4.641 -1.316 -2.447 0.9078
C -4.407 1.457 -1.232 -0.6210
C 0.086 0.867 -1.374 0.9061
C -4.131 0.565 0.007 -0.0485
C 4.371 -1.412 -0.900 0.7074
C 1.352 -3.012 0.594 -0.6550
C -6.848 -0.926 2.280 0.9160
C 2.725 2.657 0.745 -0.0436
H 2.759 -1.512 1.533 0.1892
H -3.362 1.556 -1.827 0.2306
H 2.142 2.316 1.506 0.1976
H 1.022 -3.465 1.582 0.2331
H 2.658 3.786 0.336 0.1932
H -5.040 0.949 -2.026 0.2177
H 4.639 2.792 1.331 0.1923
H -3.827 1.096 0.743 0.1756
H 4.223 1.402 1.140 0.2108
H 4.561 2.183 -0.201 0.2165
H -4.938 2.273 -1.062 0.2071
H 0.504 -2.537 -0.052 0.2417
H 1.689 -3.880 0.083 0.2191
H 3.655 -2.908 1.116 0.1889
H -3.318 -0.145 -0.164 0.1981
```